Record 1
This record from the Open Molecules 2025 dataset describes a molecular structure, CH10N5 at a distorted geometry. The level of theory is ωB97M-V with the def2-TZVPD basis set.

Structure (XYZ):
```
16
Properties=species:S:1:pos:R:3:forces:R:3
C -0.225 -0.942 -0.097 0.702 -6.685 -6.713
N -0.221 -1.929 0.802 -0.112 1.952 -0.103
N 0.057 -1.822 -1.707 -0.536 2.849 1.681
N -0.064 1.149 -1.160 0.096 0.753 1.116
N -0.222 0.287 -0.099 -0.363 3.106 1.273
N 0.611 1.873 1.743 -0.104 -1.094 -1.526
H -0.278 -2.839 0.400 0.037 -0.593 -0.013
H -0.785 -1.718 1.590 -0.305 -0.354 1.158
H -0.684 -2.534 -1.875 0.310 0.964 0.570
H 0.024 -1.153 -2.555 -0.156 -1.278 2.046
H -0.833 1.745 -1.348 -0.872 0.142 -0.068
H 0.418 0.835 -1.941 0.895 -0.938 -1.375
H -0.034 0.882 0.844 0.245 -0.652 0.201
H 0.143 2.572 1.195 0.114 0.965 0.763
H 1.571 1.784 1.485 0.618 0.272 -0.187
H 0.522 1.811 2.721 -0.569 0.591 1.179
```
Positions in Å, forces in eV/Å.

## Properties
HOMO = -13.97 eV
Energy above the lowest of the compared OMol25 structures with the same formula, charge and spin = 59.57 kcal per mole
LUMO level = -3.1 eV
HOMO-LUMO gap = 10.9 eV
Charge = +1

These are the Löwdin partial charges, in e, on atoms 1 to 2: -0.228, 0.181

Record 2
This record from the Open Molecules 2025 dataset describes 2 unconnected molecules or ions with the total composition C4H8FN2 at a distorted geometry. The level of theory is ωB97M-V with the def2-TZVPD basis set.

Structure (XYZ):
```
15
Properties=species:S:1:pos:R:3:forces:R:3
C 1.921 0.152 0.447 0.936 -0.855 -0.048
C 1.042 -0.879 -0.256 -0.216 0.352 0.051
C 3.236 0.271 0.114 -1.870 0.085 2.022
C -2.173 1.018 0.149 0.737 1.535 -0.511
N -0.213 -0.626 -0.168 0.192 -0.356 -0.652
N -2.977 0.055 -0.002 -1.088 -0.677 -0.714
F -1.045 -1.533 -0.959 1.262 0.478 0.827
H 1.441 0.640 1.315 0.298 0.220 -0.978
H 1.411 -1.771 -0.833 -0.201 1.078 0.505
H 4.042 0.866 0.538 -0.860 0.564 0.315
H 3.660 -0.503 -0.414 0.607 -1.473 -2.053
H -1.780 1.327 1.115 0.246 -0.497 -0.213
H -1.979 1.667 -0.762 -0.314 -0.742 1.415
H -3.429 0.062 -0.923 0.147 -0.896 0.442
H -3.158 -0.746 0.639 0.124 1.183 -0.410
```
Positions in Å, forces in eV/Å.

## Properties
HOMO = -13.63 eV
Energy above the lowest of the compared OMol25 structures with the same formula, charge and spin = 98.15 kcal per mole
LUMO level = -4.7 eV
HOMO-LUMO gap = 8.9 eV
Charge = +1

These are the Löwdin partial charges, in e, on atoms 1 to 2: -0.120, -0.087

Record 3
This record from the Open Molecules 2025 dataset describes a molecular structure, C20H47HfNOP3 at a distorted geometry. The level of theory is ωB97M-V with the def2-TZVPD basis set.

Structure (XYZ):
```
73
Properties=species:S:1:pos:R:3:forces:R:3
Hf -0.125 0.032 -0.039 1.031 0.306 -0.280
P -0.064 -2.362 -0.757 -0.213 -3.007 -0.937
P -0.061 2.497 -0.466 -0.203 3.102 -0.564
N 1.607 0.132 -1.797 -0.086 -0.123 0.367
C 1.617 -2.398 -1.531 0.174 -0.371 -0.118
H 2.206 -3.141 -0.974 -0.114 0.152 -0.191
H 1.478 -2.823 -2.534 0.049 0.211 0.202
C 2.426 -1.108 -1.594 0.988 0.048 0.021
H 3.030 -0.953 -0.670 -0.380 -0.221 -0.551
H 3.134 -1.192 -2.450 -0.192 0.065 0.765
C 2.419 1.359 -1.502 0.836 -0.048 -0.085
H 3.081 1.545 -2.375 -0.166 -0.133 0.690
H 3.073 1.112 -0.643 -0.271 0.205 -0.310
C 1.614 2.630 -1.236 0.177 0.352 -0.062
H 1.481 3.207 -2.160 0.042 -0.219 0.189
H 2.209 3.268 -0.567 -0.113 -0.087 -0.219
C 0.026 3.634 1.001 0.175 -0.336 0.508
C -1.207 3.524 1.914 0.054 0.061 0.252
H -0.930 3.874 2.920 -0.150 -0.032 -0.293
H -1.581 2.497 2.021 0.005 0.076 -0.019
H -2.032 4.155 1.562 0.243 -0.233 0.147
C -1.240 3.225 -1.678 -0.221 -0.325 -0.613
C -2.657 3.343 -1.107 -0.189 0.034 0.067
H -3.336 3.615 -1.927 0.170 -0.116 0.254
H -2.728 4.135 -0.352 0.010 -0.192 -0.251
H -3.024 2.406 -0.666 0.033 0.214 -0.061
C -1.228 -3.010 -2.025 -0.287 0.358 -0.602
C -2.635 -3.230 -1.460 -0.201 -0.009 0.074
H -3.314 -3.433 -2.301 0.177 0.090 0.256
H -3.025 -2.356 -0.920 0.040 -0.199 -0.109
H -2.678 -4.097 -0.792 0.022 0.205 -0.204
C 0.032 -3.620 0.611 0.206 0.311 0.536
C -1.225 -3.640 1.496 -0.075 -0.002 0.341
H -0.932 -3.912 2.521 -0.147 -0.021 -0.302
H -1.948 -4.390 1.155 0.191 0.252 0.097
H -1.738 -2.670 1.554 0.065 -0.205 -0.009
C -2.182 -0.141 0.582 -4.160 -1.181 3.786
C -0.795 4.530 -2.342 0.077 0.147 -0.046
H -0.757 5.366 -1.642 -0.051 -0.187 -0.229
H 0.178 4.444 -2.837 -0.213 0.126 0.014
H -1.532 4.778 -3.115 0.176 -0.063 0.123
C -0.746 -4.234 -2.804 0.089 -0.148 -0.081
H -1.475 -4.429 -3.600 0.168 0.049 0.138
H 0.223 -4.077 -3.286 -0.178 -0.136 -0.010
H -0.686 -5.130 -2.183 -0.059 0.204 -0.208
C 0.419 -5.029 0.147 0.166 -0.218 0.038
H 0.779 -5.593 1.020 -0.126 0.165 -0.196
H -0.439 -5.579 -0.259 0.237 0.223 0.139
H 1.231 -5.035 -0.590 -0.181 -0.078 0.111
C 0.335 5.096 0.661 0.108 0.250 0.083
H -0.556 5.638 0.317 0.275 -0.235 0.115
H 0.679 5.596 1.579 -0.111 -0.159 -0.221
H 1.135 5.207 -0.079 -0.159 0.053 0.086
H 0.895 3.238 1.560 -0.236 0.114 -0.229
H 0.865 -3.241 1.233 -0.275 -0.144 -0.298
H -1.265 2.457 -2.469 -0.045 0.068 0.041
H -1.284 -2.170 -2.738 -0.037 -0.107 0.025
O -3.322 -0.206 0.958 4.091 0.397 -1.799
H 1.532 0.164 -2.807 -1.084 0.023 -0.138
H -1.900 0.303 -0.522 -0.740 0.780 -2.014
C 1.598 1.280 3.184 -0.081 0.690 -0.416
P 0.890 -0.175 2.297 1.664 -0.743 3.964
C 2.379 -1.270 2.466 0.217 -0.205 -0.917
C -0.150 -0.874 3.656 -0.746 -0.016 -0.328
H 2.360 1.766 2.561 -0.085 -0.054 0.225
H 2.064 0.963 4.139 -0.333 -0.098 -0.615
H 0.806 2.007 3.402 0.184 -0.149 0.017
H 2.155 -2.306 2.186 0.090 0.292 0.145
H 3.189 -0.917 1.811 -0.106 -0.072 0.230
H 2.749 -1.268 3.503 -0.354 0.194 -0.277
H 0.037 -0.314 4.588 0.012 -0.225 -0.442
H -1.208 -0.762 3.379 0.222 -0.147 0.340
H 0.077 -1.940 3.815 -0.093 0.427 -0.144
```
Positions in Å, forces in eV/Å.

## Properties
HOMO = -18.87 eV
LUMO level = -11.6 eV
HOMO-LUMO gap = 7.2 eV
Charge = +3

These are the Löwdin partial charges, in e, on atoms 1 to 2: 1.157, 0.930

Record 4
This record from the Open Molecules 2025 dataset describes C16H32O3S2 in the gas phase. The level of theory is ωB97M-V with the def2-TZVPD basis set.

Structure (XYZ):
```
53
Properties=species:S:1:pos:R:3:forces:R:3
C 5.408 2.572 0.204 -0.008 -0.088 0.238
C 4.690 2.482 1.545 -0.162 0.145 -0.272
C 3.359 3.230 1.521 0.117 -0.036 0.333
C 2.673 3.304 2.886 0.024 -0.130 -0.065
C 2.286 1.953 3.491 -0.148 0.222 -0.229
C 1.266 1.182 2.655 0.157 -0.120 0.435
C 0.808 -0.089 3.368 -0.005 -0.045 -0.378
C -0.133 -0.952 2.527 -0.070 0.248 0.217
C -1.486 -0.288 2.277 -0.014 -0.331 0.021
C -2.518 -1.238 1.668 0.188 0.292 -0.191
C -2.161 -1.671 0.246 -0.262 -0.117 0.320
C -3.267 -2.522 -0.355 0.312 -0.029 -0.507
H -4.204 -1.970 -0.440 -0.041 -0.029 0.112
H -3.438 -3.413 0.249 -0.079 -0.003 0.044
S -2.857 -3.173 -2.010 -0.208 0.061 0.030
C -2.896 -1.627 -3.001 -0.461 -0.516 0.503
C -1.505 -1.060 -3.216 0.230 -0.121 -0.655
H -1.466 0.023 -3.135 0.062 0.077 -0.140
H -0.754 -1.519 -2.582 0.031 0.016 -0.006
S -1.095 -1.494 -4.947 0.393 -0.334 0.236
O 0.197 -2.103 -5.052 0.074 -0.276 0.131
O -1.357 -0.336 -5.768 -0.300 0.300 -0.196
C -2.473 -2.657 -5.192 0.402 0.687 0.258
H -2.205 -3.624 -4.781 0.103 -0.108 0.068
C -3.538 -1.944 -4.377 -0.583 -0.313 0.411
O -3.993 -0.782 -5.006 -0.073 0.433 -0.217
H -3.232 -0.320 -5.404 -0.208 0.013 -0.002
H -4.423 -2.571 -4.218 0.267 0.017 -0.024
H -2.718 -2.719 -6.246 0.097 0.038 -0.110
H -3.548 -0.931 -2.469 0.052 -0.004 -0.115
H -1.237 -2.249 0.254 0.060 0.033 -0.089
H -2.002 -0.782 -0.369 0.075 0.039 -0.047
H -2.616 -2.123 2.301 -0.067 -0.050 0.053
H -3.490 -0.737 1.649 -0.071 -0.054 0.034
H -1.362 0.572 1.617 -0.040 0.117 0.014
H -1.876 0.078 3.230 0.018 0.112 0.032
H -0.299 -1.897 3.049 -0.010 -0.102 -0.059
H 0.352 -1.177 1.575 0.047 -0.108 -0.046
H 0.312 0.179 4.304 0.016 -0.014 0.092
H 1.690 -0.682 3.623 0.031 0.015 0.091
H 0.408 1.828 2.462 -0.042 0.061 -0.113
H 1.706 0.908 1.695 -0.035 0.008 -0.143
H 1.860 2.134 4.481 0.041 -0.065 0.058
H 3.179 1.342 3.630 0.033 -0.070 0.087
H 3.341 3.815 3.584 -0.019 0.102 0.008
H 1.771 3.914 2.789 -0.015 0.065 0.080
H 3.541 4.252 1.178 -0.028 0.003 -0.097
H 2.692 2.760 0.796 -0.032 0.027 -0.117
H 5.326 2.904 2.327 0.006 -0.054 0.098
H 4.519 1.431 1.786 0.036 -0.046 0.109
H 4.793 2.148 -0.587 -0.030 -0.031 -0.127
H 6.349 2.028 0.235 0.103 -0.030 -0.094
H 5.619 3.609 -0.048 0.035 0.096 -0.073
```
Positions in Å, forces in eV/Å.

## Properties
SMILES = CCCCCCCCCCCCS[C@H]1CS(=O)(=O)C[C@@H]1O
HOMO = -9.14 eV
Energy above the lowest of the compared OMol25 structures with the same formula, charge and spin = 1.44 kcal per mole
LUMO level = 0.6 eV
HOMO-LUMO gap = 9.7 eV

These are the Löwdin partial charges, in e, on atoms 1 to 2: -0.117, -0.275

Question: Which of these has the lowest HOMO-LUMO gap?
Answer: C20H47HfNOP3